1.
Formula: C31H42CrN6O2Si2Te
Source: the OMol25 dataset
Level of theory: wB97M-V/def2-TZVPD

## Properties
E_HOMO (alpha / beta) in eV: -9.233 / -9.346
HOMO-LUMO gap (alpha / beta) in hartree: 0.1976 / 0.2109
Multiplicity: 4
ΔE to the lowest compared entry with this formula, charge and spin in kcal per mole: 0.0
Maximum force in eV Å⁻¹: 5.0
Net charge: +1

Last column: Mulliken charge in e.
Element x y z (Å)
Cr (-0.837, -0.901, 0.970)  -0.308
O (-3.403, 0.269, -2.159)  -0.731
C (-2.669, -0.228, -1.303)  0.101
N (-2.307, 0.299, -0.079)  0.763
C (-2.618, 1.544, 0.330)  0.520
C (-3.533, 2.441, -0.302)  -1.008
C (-3.592, 3.727, 0.197)  -0.633
C (-2.869, 4.120, 1.343)  -0.807
C (-2.027, 3.218, 2.014)  -0.642
C (-1.839, 1.946, 1.496)  0.102
N (-0.937, 1.034, 1.977)  0.429
C (0.266, 1.385, 2.609)  0.275
O (0.655, 2.522, 2.897)  -0.711
C (1.159, 0.202, 2.815)  0.039
C (2.381, 0.356, 3.543)  -0.947
C (3.079, -0.787, 3.896)  -0.457
C (2.613, -2.022, 3.456)  -0.953
C (1.549, -2.054, 2.565)  -0.500
N (0.840, -0.960, 2.235)  1.011
C (-2.091, -1.585, -1.504)  0.051
C (-2.489, -2.348, -2.604)  -0.537
C (-2.031, -3.641, -2.725)  -0.688
C (-1.073, -4.120, -1.826)  -0.663
C (-0.587, -3.277, -0.853)  -1.091
N (-1.198, -2.099, -0.585)  1.660
H (-4.190, 2.111, -1.085)  0.512
H (-4.269, 4.460, -0.301)  0.350
H (-3.022, 5.091, 1.793)  0.432
H (-1.456, 3.581, 2.807)  0.635
H (2.711, 1.338, 3.819)  0.603
H (3.966, -0.709, 4.488)  0.501
H (3.158, -2.886, 3.769)  0.486
H (1.185, -2.995, 2.179)  0.432
H (-3.219, -1.908, -3.293)  0.574
H (-2.403, -4.337, -3.498)  0.482
H (-0.710, -5.130, -1.812)  0.597
H (0.231, -3.548, -0.199)  0.436
C (1.083, 4.569, 0.256)  -0.669
Si (2.582, 3.798, -0.611)  0.284
C (4.011, 4.278, 0.464)  -1.039
C (2.494, 4.418, -2.368)  -0.940
C (2.721, 1.896, -0.573)  -0.690
Te (1.089, 0.587, -1.261)  -0.115
C (2.149, -1.090, -2.299)  -0.635
Si (2.016, -0.929, -4.167)  0.456
C (3.526, 0.111, -4.615)  -0.879
C (1.886, -2.614, -5.027)  -1.114
C (0.447, 0.044, -4.551)  -0.930
H (1.227, 5.637, 0.542)  0.420
H (0.793, 4.029, 1.175)  0.125
H (0.228, 4.519, -0.493)  0.182
H (4.026, 5.372, 0.648)  0.311
H (4.988, 4.006, 0.033)  0.334
H (3.927, 3.708, 1.424)  0.254
H (2.361, 5.528, -2.397)  0.302
H (1.635, 3.922, -2.869)  0.274
H (3.459, 4.160, -2.865)  0.292
H (2.895, 1.505, 0.455)  0.260
H (3.648, 1.620, -1.141)  0.494
H (1.545, -1.981, -1.959)  -0.062
H (3.131, -1.273, -1.858)  0.671
H (4.382, -0.204, -4.008)  0.319
H (3.258, 1.137, -4.282)  0.146
H (3.808, 0.035, -5.690)  0.331
H (0.917, -2.667, -5.592)  0.309
H (1.962, -3.511, -4.373)  0.326
H (2.683, -2.672, -5.809)  0.338
H (0.428, 1.072, -4.108)  0.266
H (-0.481, -0.485, -4.204)  0.198
H (0.348, 0.201, -5.633)  0.438
C (-2.341, -2.793, 5.861)  -1.203
C (-2.543, -2.731, 4.368)  0.656
C (-3.320, -3.486, 3.460)  -1.330
C (-3.103, -2.909, 2.141)  0.514
N (-2.206, -1.942, 2.279)  0.709
N (-1.888, -1.810, 3.621)  -0.039
C (-3.881, -3.227, 0.892)  -1.037
H (-3.287, -2.971, 6.379)  0.363
H (-1.872, -1.852, 6.201)  0.300
H (-1.720, -3.656, 6.121)  0.279
H (-3.926, -4.374, 3.646)  0.424
H (-1.242, -1.089, 3.894)  -0.021
H (-4.722, -3.848, 1.214)  0.409
H (-3.268, -3.798, 0.209)  0.155
H (-4.282, -2.352, 0.396)  0.250

---

2.
Formula: C4H20N2O7
Source: the OMol25 dataset
Level of theory: wB97M-V/def2-TZVPD

## Properties
E_HOMO in eV: -9.231
HOMO-LUMO gap in hartree: 0.3488
Multiplicity: 1
ΔE to the lowest compared entry with this formula, charge and spin in kcal per mole: 15.6
SMILES: NCCCNC(=O)O.O.O.O.O.O
Maximum force in eV Å⁻¹: 3.0
Net charge: 0

Last column: Mulliken charge in e.
Element x y z (Å)
N (0.203, 0.054, 3.088)  -0.578
C (0.923, -0.774, 2.109)  -0.505
C (0.298, -2.051, 1.593)  -0.514
C (-1.073, -1.710, 0.921)  -0.019
N (-1.357, -2.049, -0.502)  -0.244
C (-0.544, -2.065, -1.596)  0.585
O (-0.951, -2.286, -2.715)  -0.628
O (0.788, -1.890, -1.378)  -0.461
H (0.350, -0.283, 4.033)  0.263
H (-0.783, -0.041, 2.856)  0.225
H (1.915, -1.044, 2.489)  0.425
H (1.038, -0.144, 1.218)  0.170
H (0.826, -2.618, 0.844)  0.374
H (0.105, -2.845, 2.331)  0.301
H (-1.179, -0.605, 0.955)  -0.246
H (-2.010, -1.972, 1.433)  0.311
H (-2.294, -1.810, -0.775)  0.232
H (1.165, -1.149, -1.914)  0.399
O (-2.080, 1.313, -0.742)  -0.674
H (-2.956, 1.644, -0.600)  0.275
H (-1.519, 1.600, 0.012)  0.386
O (-1.066, 2.399, 1.574)  -0.727
H (-0.724, 3.126, 1.021)  0.371
H (-0.203, 2.027, 1.830)  0.365
O (0.411, 2.372, -2.395)  -0.732
H (-0.458, 2.205, -2.002)  0.363
H (0.620, 1.759, -3.094)  0.299
O (1.257, 2.630, 0.257)  -0.644
H (1.470, 3.567, 0.239)  0.288
H (1.126, 2.360, -0.663)  0.378
O (1.936, -0.382, -3.299)  -0.674
H (2.884, -0.201, -3.196)  0.320
H (1.881, -1.137, -3.933)  0.314